Molecular formula: C3H3N3O2S
Method: DFT, the ωB97M-V functional and the def2-TZVPD basis

Geometry as ORCA input:
```
! wB97M-V def2-TZVPD RIJCOSX def2/J DEFGRID3
* xyz 0 1
C 1.297 1.384 -0.753
C -0.203 1.101 -0.662
C 0.828 -0.542 0.450
N 1.967 0.273 -0.322
N -0.359 -0.136 -0.026
N -1.631 -0.630 0.297
O 1.777 2.336 -1.268
O -1.175 1.613 -1.230
S 1.131 -1.902 1.469
H -1.708 -0.905 1.283
H 0.331 -2.709 0.794
H -2.256 0.118 -0.032
*
```

The value obtained for the frontier orbital gap (alpha / beta) is 7.63 / 7.63 eV. As for the structure (SMILES): NN1C(=O)C(=O)N=C1S. Its energy relative to the best compared isomer or geometry (same formula, charge and spin) is 50.75 kcal per mole. For the maximum force, the calculation gives 0.12261 hartree/bohr. Its HOMO energy (alpha / beta) is -9.278 / -9.278 eV.

For reference, the Mulliken charges in units of e are: C 0.42; C 0.61; C 0.42; N -0.55; N 0.45; N -0.84; O -0.49; O -0.57; S -0.18; H 0.26; H 0.19; H 0.29